1.
DFT (ωB97M-V with the def2-TZVPD basis set) results for a molecular structure, C22H33CaN11 in a non-equilibrium geometry.

Cartesian coordinates (Å):
1 Ca 6.0579 11.2093 -11.6381
2 C 10.5866 8.9952 -10.0848
3 C 11.1847 8.4650 -11.2804
4 N 11.6572 8.0890 -12.2766
5 H 10.1839 8.1588 -9.5135
6 H 9.7978 9.7096 -10.3204
7 H 11.3110 9.4746 -9.4265
8 C 4.5105 8.3840 -15.4260
9 C 5.0142 9.5723 -14.7860
10 N 5.4873 10.4631 -14.2255
11 H 5.3762 7.7286 -15.5213
12 H 4.0734 8.7179 -16.3670
13 H 3.6887 8.0070 -14.8172
14 C 2.4444 8.1800 -10.3078
15 C 3.2432 9.1656 -10.9973
16 N 3.8899 9.9639 -11.5477
17 H 2.5919 7.1307 -10.5630
18 H 1.4119 8.4662 -10.5079
19 H 2.5720 8.3494 -9.2386
20 C 4.5519 4.6266 -12.7205
21 C 4.9523 6.0194 -12.5225
22 N 5.3279 7.1139 -12.3714
23 H 5.0877 4.2971 -13.6107
24 H 3.4717 4.6725 -12.8590
25 H 4.9398 4.0129 -11.9075
26 C 7.4449 6.9970 -8.8786
27 C 6.8151 8.2248 -9.3628
28 N 6.2617 9.1693 -9.8050
29 H 6.7738 6.6074 -8.1131
30 H 8.4832 7.1221 -8.5712
31 H 7.3546 6.2424 -9.6599
32 C 8.6960 7.9080 -14.0188
33 C 8.2331 8.8422 -12.9868
34 N 7.9246 9.5759 -12.1498
35 H 9.0593 8.4178 -14.9112
36 H 7.9279 7.1993 -14.3282
37 H 9.4903 7.2815 -13.6130
38 C 9.7734 16.8796 -11.0931
39 C 8.6389 15.9818 -11.3421
40 N 7.7202 15.2945 -11.5653
41 H 9.3090 17.6332 -10.4571
42 H 10.0972 17.2982 -12.0460
43 H 10.4524 16.2389 -10.5305
44 C 3.9180 13.1926 -7.3800
45 C 4.5151 12.6377 -8.6175
46 N 4.9055 12.1940 -9.6121
47 H 4.3903 12.6945 -6.5333
48 H 2.8369 13.0735 -7.4525
49 H 4.1152 14.2646 -7.3746
50 C 8.7921 14.2933 -14.7283
51 C 8.1446 13.3388 -13.8935
52 N 7.5753 12.6370 -13.1665
53 H 8.3386 14.2950 -15.7195
54 H 9.8715 14.1421 -14.7127
55 H 8.6176 15.2993 -14.3469
56 C 9.5572 12.8439 -8.4677
57 C 8.6223 12.3807 -9.4713
58 N 7.8867 11.9565 -10.2484
59 H 8.9240 12.8910 -7.5817
60 H 9.9108 13.8264 -8.7802
61 H 10.4401 12.2082 -8.4008
62 C 4.5575 15.5397 -13.0346
63 C 4.5242 14.1104 -12.8580
64 N 4.5656 12.9930 -12.7517
65 H 5.5633 15.9596 -13.0387
66 H 4.0712 15.9305 -12.1408
67 H 3.9550 15.8775 -13.8778

HOMO level (eV): -15.72
HOMO-LUMO gap (eV): 11.765
Calculated total energy (hartree): -2137.65023
Net charge: +2
Multiplicity: 1

---

2.
DFT (ωB97M-V with the def2-TZVPD basis set) results for a molecular structure, C22H33CaO17 in a non-equilibrium geometry.

Cartesian coordinates (Å):
1 Ca 3.6760 0.3771 0.6100
2 C -0.4262 -0.1995 -0.2195
3 C 0.9636 0.3117 0.0517
4 O 1.3265 0.5179 1.2339
5 O 1.7905 0.3552 -0.8811
6 H -1.0848 -0.3202 0.6406
7 H -0.3732 -1.2032 -0.6414
8 H -1.0797 0.3992 -0.8541
9 C 0.7466 4.8339 0.7756
10 C 1.3529 5.0808 -0.6031
11 C 1.4019 3.8429 -1.5373
12 O 0.6400 4.2397 -2.6515
13 C 0.1293 5.4308 -2.4530
14 O -0.5633 6.0490 -3.2346
15 O 0.4405 5.8971 -1.2410
16 H 1.2055 4.0498 1.3780
17 H -0.3284 4.6554 0.7534
18 H 0.9793 5.7442 1.3281
19 H 2.3838 5.4348 -0.6035
20 H 0.8983 3.0165 -1.0357
21 H 2.4162 3.5370 -1.7939
22 C -3.3993 3.2868 -4.8440
23 C -2.5124 2.2951 -4.0486
24 C -3.2459 0.9688 -3.7936
25 O -2.3848 0.0077 -4.3533
26 C -1.3714 0.5481 -4.9797
27 O -0.4842 -0.0447 -5.5011
28 O -1.4306 1.9279 -4.8399
29 H -2.8924 4.2472 -4.7505
30 H -4.4225 3.3914 -4.4831
31 H -3.4361 3.0763 -5.9128
32 H -2.1660 2.5946 -3.0595
33 H -4.2664 0.9276 -4.1744
34 H -3.2264 0.7521 -2.7255
35 C 1.9131 -4.2490 -2.8224
36 C 0.8407 -3.3507 -2.2099
37 C -0.2032 -2.7539 -3.1638
38 O -1.4011 -3.2263 -2.6646
39 C -1.1679 -4.1419 -1.7594
40 O -2.1078 -4.7709 -1.2506
41 O 0.0557 -4.1985 -1.4025
42 H 1.4033 -5.0104 -3.4128
43 H 2.4504 -4.7981 -2.0491
44 H 2.6143 -3.6273 -3.3792
45 H 1.2559 -2.5057 -1.6607
46 H -0.0820 -3.0320 -4.2108
47 H -0.0557 -1.6975 -2.9393
48 C 0.8117 -3.2835 1.7041
49 C -0.4966 -3.8862 2.2072
50 C -0.5021 -5.3929 2.1597
51 O -0.9253 -5.7802 3.4383
52 C -1.0214 -4.7522 4.2216
53 O -1.2499 -4.8374 5.4040
54 O -0.7077 -3.6269 3.5766
55 H 0.9318 -2.2144 1.8790
56 H 0.9295 -3.4543 0.6340
57 H 1.7450 -3.7240 2.0547
58 H -1.3922 -3.5871 1.6628
59 H 0.4813 -5.8375 2.0073
60 H -1.1668 -5.8631 1.4350
61 C 0.4339 -0.0270 4.7788
62 C 1.5461 0.8812 5.3959
63 C 1.6902 2.2144 4.6241
64 O 1.6321 3.2280 5.6901
65 C 1.3748 2.5821 6.8590
66 O 1.2579 3.1045 7.9297
67 O 1.2767 1.2510 6.6754
68 H 0.8242 -0.4275 3.8431
69 H -0.4298 0.6003 4.5585
70 H 0.0525 -0.8446 5.3906
71 H 2.4974 0.3499 5.4234
72 H 1.0274 2.4067 3.7805
73 H 2.6071 2.2537 4.0360

HOMO level (eV): -12.60
ΔE to the lowest compared entry with this formula, charge and spin (kJ/mol): 818.0
HOMO-LUMO gap (eV): 5.812
Calculated total energy (hartree): -2814.59213
Net charge: +1
Multiplicity: 1

---

3.
DFT (ωB97M-V with the def2-TZVPD basis set) results for a gas-phase ion, C22H33FN2 (charge +2) in a non-equilibrium geometry.

Cartesian coordinates (Å):
1 C -3.1424 -3.4420 -1.8407
2 C -2.9464 -2.1574 -0.8749
3 C -2.6736 -0.7901 -1.7210
4 C -3.1431 0.5196 -0.8704
5 C -2.3119 1.8368 -1.2478
6 C -2.4040 3.0029 -0.1141
7 C -1.7464 2.4212 1.2612
8 C -0.8035 3.4987 1.9941
9 C 0.4248 2.8395 2.8004
10 C -0.0097 1.8935 4.0227
11 C -0.2831 0.3584 3.6355
12 C 1.0163 -0.6061 3.7932
13 N 1.5936 -0.7483 2.3913
14 C 0.9960 -1.7099 1.4999
15 C 1.4408 -1.9368 0.0320
16 C 2.6285 -1.0355 -0.4813
17 C 3.0454 -1.2377 -1.9978
18 C 2.0869 -0.5972 -3.0715
19 C 2.3663 -0.7473 -4.5802
20 N 3.5248 -1.4986 -4.9840
21 F 3.7446 -1.6149 -6.3033
22 C 4.4568 -2.1291 -4.0631
23 C 4.2739 -2.0270 -2.5183
24 C 3.2897 -0.0391 0.5041
25 C 2.7225 0.0644 1.9493
26 H -3.5130 -3.1167 -2.8873
27 H -3.9255 -4.1460 -1.3976
28 H -2.1776 -4.0533 -1.9787
29 H -3.8773 -2.0795 -0.2157
30 H -2.0674 -2.3893 -0.1616
31 H -1.5542 -0.7807 -1.9570
32 H -3.3090 -0.8570 -2.6672
33 H -3.0056 0.2138 0.2384
34 H -4.2788 0.7012 -0.9950
35 H -1.1888 1.5722 -1.3250
36 H -2.6647 2.2141 -2.2826
37 H -1.8388 3.9175 -0.5183
38 H -3.4941 3.3089 0.0516
39 H -1.2186 1.4535 0.9622
40 H -2.6416 2.2376 1.9698
41 H -1.4337 4.2184 2.6282
42 H -0.3309 4.1538 1.1646
43 H 1.0019 3.7281 3.2695
44 H 1.1647 2.3314 2.0824
45 H -0.8995 2.3096 4.6312
46 H 0.8789 1.8950 4.7676
47 H -1.0525 -0.0361 4.4056
48 H -0.6948 0.1906 2.5850
49 H 0.6671 -1.6693 4.0783
50 H 1.8005 -0.2004 4.5140
51 H 0.1301 -2.3507 1.9074
52 H 0.9459 -2.6853 -0.6861
53 H 1.1628 -0.0179 -2.7324
54 H 1.6562 -0.3047 -5.3501
55 H 5.3284 -2.7296 -4.4796
56 H 4.9807 -2.5331 -1.7663
57 H 4.1647 0.6098 0.1761
58 H 3.1379 0.7756 2.7534

HOMO level (eV): -14.74
HOMO-LUMO gap (eV): 6.615
Calculated total energy (hartree): -1066.48047
Net charge: +2
Multiplicity: 1

---

4.
DFT (ωB97M-V with the def2-TZVPD basis set) results for 3 unconnected molecules or ions with the total composition C22H33FN3O6 in a non-equilibrium geometry.

Cartesian coordinates (Å):
1 C 8.4571 -0.9271 -0.5201
2 C 7.1849 0.0488 -0.7939
3 O 6.1052 -0.7347 -1.4090
4 C 5.4850 0.0225 -2.4615
5 O 6.1334 0.1809 -3.5225
6 C 4.0381 0.6526 -2.2515
7 C 2.8460 -0.2497 -2.8978
8 C 2.1324 -1.1360 -1.7573
9 C 0.6223 -0.7439 -1.4529
10 C -0.5182 -1.8227 -1.5588
11 N -1.8472 -1.4140 -1.2353
12 C -2.8826 -2.5204 -1.3355
13 C -2.3738 -3.9034 -0.6875
14 F -3.4779 -4.6715 -0.2119
15 N -2.3218 -0.2459 -0.8390
16 C -1.3955 0.8207 -0.7403
17 C 0.1648 0.7070 -1.0362
18 C 1.1955 1.9284 -0.9351
19 C 0.4634 3.3678 -0.8086
20 N 0.2704 3.9826 0.3288
21 H 9.4557 -0.3844 -0.7174
22 H 8.3707 -1.8758 -1.1680
23 H 8.4546 -1.2508 0.5813
24 H 7.5386 0.9013 -1.4707
25 H 6.8708 0.5031 0.2065
26 H 3.8670 0.8883 -1.1474
27 H 4.0160 1.6607 -2.8104
28 H 3.2959 -0.9958 -3.6530
29 H 2.0775 0.3812 -3.4556
30 H 2.2442 -2.2551 -1.9868
31 H 2.7221 -0.9603 -0.7776
32 H -0.1983 -2.8582 -1.8935
33 H -3.7909 -2.1962 -0.6993
34 H -3.2841 -2.6269 -2.4012
35 H -1.5345 -3.7722 0.0828
36 H -1.8963 -4.5029 -1.5535
37 H -1.7532 1.8596 -0.3994
38 H 1.7359 1.9694 -1.9569
39 H 1.9919 1.7859 -0.1202
40 H 0.1205 3.8367 -1.8078
41 H -0.1901 4.9031 0.1595
42 O 1.1035 0.7850 1.8722
43 C 0.2818 0.2357 2.5536
44 O 0.4821 -0.9503 3.1874
45 C -0.7420 -1.3605 3.8095
46 C -1.5420 -0.0920 3.9745
47 C -1.1124 0.7266 2.7871
48 H -1.2388 -2.0844 3.1559
49 H -0.5290 -1.8382 4.7670
50 H -2.6181 -0.2653 4.0159
51 H -1.2448 0.4148 4.8978
52 H -1.7192 0.5099 1.9043
53 H -1.1211 1.7939 3.0080
54 O -4.8294 0.6208 3.4437
55 C -5.1934 0.9118 2.3341
56 O -4.3607 1.3455 1.3331
57 C -5.1475 1.7017 0.1901
58 C -6.4493 0.9515 0.3520
59 C -6.6166 0.9004 1.8554
60 H -5.2929 2.7860 0.1899
61 H -4.6207 1.4152 -0.7221
62 H -7.2849 1.4258 -0.1648
63 H -6.3428 -0.0650 -0.0406
64 H -7.1285 1.7861 2.2388
65 H -7.1287 -0.0078 2.1718

HOMO level (eV): -12.50
HOMO-LUMO gap (eV): 7.747
Calculated total energy (hartree): -1573.21787
Net charge: +1
Multiplicity: 1

---

5.
DFT (ωB97M-V with the def2-TZVPD basis set) results for a molecular structure, C22H33GeN2ORh in a non-equilibrium geometry.

Cartesian coordinates (Å):
1 Rh -0.0122 -0.2235 0.2780
2 O 2.5506 0.7693 0.6039
3 C 1.7230 1.9608 0.5447
4 C -0.9068 2.1215 0.5956
5 C -1.7900 3.2994 0.2388
6 C -3.1014 3.1235 0.0586
7 C -3.7185 1.7960 0.0750
8 C -2.9138 0.7238 0.2504
9 N -1.5794 0.8388 0.4770
10 H 2.9049 0.6305 -0.2831
11 H 2.3303 2.7529 0.0943
12 H 1.5396 2.2409 1.5807
13 H -1.3429 4.2873 0.2269
14 H -3.7335 3.9861 -0.1247
15 H -4.7755 1.6619 -0.0968
16 H -3.3033 -0.2872 0.1900
17 C -0.8411 -1.4280 4.9898
18 Ge -0.6959 -1.8153 3.0863
19 C 0.2171 -3.5337 2.8788
20 C -2.5007 -2.0046 2.3793
21 C 0.3374 -0.4051 2.2015
22 H -1.3956 -2.2292 5.4833
23 H -1.3815 -0.4924 5.1407
24 H 0.1372 -1.3421 5.4642
25 H -0.3558 -4.3269 3.3632
26 H 1.2105 -3.5028 3.3291
27 H 0.3352 -3.7913 1.8253
28 H -2.9727 -2.9042 2.7796
29 H -2.4914 -2.0666 1.2905
30 H -3.1037 -1.1395 2.6599
31 H 1.4146 -0.6010 2.2705
32 H 0.1335 0.5594 2.6791
33 C -0.9293 1.4711 -2.3427
34 C 0.4108 1.8816 -1.7072
35 C 0.6159 3.3727 -2.0433
36 C 0.4025 1.7241 -0.1551
37 C 1.5405 1.0516 -2.3441
38 C 1.3073 -0.2205 -2.8679
39 C 2.3320 -0.9780 -3.4193
40 C 3.6265 -0.4847 -3.4703
41 C 3.8786 0.7852 -2.9720
42 C 2.8482 1.5407 -2.4265
43 H -1.7175 2.1565 -2.0372
44 H -1.2629 0.4741 -2.0554
45 H -0.8369 1.5039 -3.4314
46 H -0.2693 3.9368 -1.7531
47 H 0.7623 3.4964 -3.1194
48 H 1.4732 3.8157 -1.5375
49 H -0.5719 2.2632 1.6395
50 H 0.3093 -0.6352 -2.8440
51 H 2.1108 -1.9600 -3.8203
52 H 4.4242 -1.0722 -3.9064
53 H 4.8792 1.1974 -3.0111
54 H 3.0738 2.5347 -2.0644
55 C 0.0102 -4.9085 -0.8560
56 C -0.1782 -3.4692 -0.7111
57 N -0.3334 -2.3392 -0.6003
58 H -0.8188 -5.4335 -0.3861
59 H 0.9416 -5.2005 -0.3746
60 H 0.0530 -5.1629 -1.9131

HOMO level (eV): -6.02
HOMO-LUMO gap (eV): 6.238
Calculated total energy (hartree): -3230.17465
Multiplicity: 1

---

6.
DFT (ωB97M-V with the def2-TZVPD basis set) results for a molecular structure, C22H33N2OTi in a non-equilibrium geometry.

Cartesian coordinates (Å):
1 C 0.5462 0.1006 2.4750
2 C -0.6334 -0.6207 2.0998
3 C -1.4821 0.2845 1.3433
4 C -0.8360 1.5626 1.3294
5 C 0.4273 1.4325 1.9795
6 Ti 0.3909 -0.3037 0.0915
7 C 0.2031 2.0408 -3.3219
8 C 1.0673 1.5187 -2.3448
9 H 1.7074 0.7092 -2.6934
10 C 1.1473 1.8593 -0.9664
11 H 0.5191 2.6851 -0.5986
12 H 2.1521 1.8601 -0.4838
13 C 0.1309 1.0477 -4.4528
14 H 0.7758 0.1984 -4.2133
15 H -0.8693 0.6256 -4.5381
16 H 0.3749 1.2359 -5.4607
17 C -1.2194 2.1864 -2.7215
18 H -1.1436 1.7342 -1.7167
19 H -1.7377 3.1099 -2.5556
20 H -1.8967 1.5639 -3.3289
21 C -0.9679 -1.9735 2.6165
22 H -0.1065 -2.6534 2.5173
23 H -1.2484 -1.9439 3.6828
24 H -1.8079 -2.4170 2.0740
25 C -2.8532 -0.0097 0.8432
26 H -2.9158 -1.0248 0.4367
27 H -3.5992 0.0535 1.6525
28 H -3.1398 0.6817 0.0381
29 C -1.4594 2.8426 0.9041
30 H -2.3420 2.6701 0.2792
31 H -1.7819 3.4400 1.7710
32 H -0.7646 3.4722 0.3394
33 C 1.3855 2.5243 2.2713
34 H 1.2844 3.3481 1.5547
35 H 1.2331 2.9506 3.2758
36 H 2.4202 2.1551 2.2321
37 C 1.5355 -0.3884 3.4672
38 H 2.4266 0.2486 3.5081
39 H 1.1111 -0.4016 4.4856
40 H 1.8461 -1.4193 3.2484
41 C -0.5701 -2.3577 -0.9331
42 C -0.8314 -2.7878 -2.5330
43 C -1.3063 -3.2985 -0.2574
44 C -2.0720 -2.2268 -2.6281
45 H -0.2986 -2.8768 -3.5146
46 C -2.5932 -3.6700 -0.7676
47 H -1.0288 -3.6907 0.7134
48 C -3.0409 -2.9688 -1.8460
49 H -2.4109 -1.3071 -3.1727
50 H -3.1969 -4.4035 -0.2364
51 H -4.0835 -2.9058 -2.0804
52 N 4.0939 0.5846 0.6504
53 C 3.4616 -0.5878 0.6741
54 N 4.1951 -1.6713 0.9778
55 O 2.2340 -0.7350 0.4008
56 H 5.0721 0.6203 0.8471
57 H 3.6040 1.4324 0.3947
58 H 3.7298 -2.5609 0.9810
59 H 5.1622 -1.5750 1.2098

HOMO level (spin up / spin down) (eV): -9.58 / -9.57
ΔE to the lowest compared entry with this formula, charge and spin (kJ/mol): 280.6
HOMO-LUMO gap (spin up / spin down) (eV): 5.782 / 5.793
Calculated total energy (hartree): -1891.81729
Net charge: +1
Multiplicity: 1

---

7.
DFT (ωB97M-V with the def2-TZVPD basis set) results for a molecular structure, C22H33N3O3 in a non-equilibrium geometry.

Cartesian coordinates (Å):
1 C -0.0455 -5.0785 -1.6218
2 C -1.1846 -4.1789 -0.9945
3 H -2.1352 -4.3833 -1.5354
4 H -1.1958 -4.3644 0.0636
5 C -0.8361 -2.4368 -1.0528
6 N -1.2609 -1.8248 0.1264
7 C -0.4043 -0.7730 0.7677
8 H -1.1580 -0.0130 0.9753
9 C 0.5574 -1.2480 1.4916
10 N 1.3162 -0.2466 2.1124
11 C 2.6401 0.0509 1.3189
12 O 3.0158 -0.3653 0.3314
13 C 3.0359 1.4912 2.1294
14 C 2.6917 2.5852 1.4389
15 C 1.0790 2.7708 1.5126
16 O 0.6659 2.7867 2.7746
17 N 0.3785 2.5393 0.5882
18 C 1.1157 2.2445 -0.6933
19 C 0.2874 1.7405 -2.0188
20 C 1.0953 1.4949 -3.0392
21 C 2.3707 1.8199 -3.2345
22 C 3.3038 2.0862 -2.0339
23 C 2.5373 2.3154 -0.9181
24 O 3.3191 2.7945 0.2685
25 H 4.1455 2.3436 -2.4203
26 H 2.8216 1.4779 -4.1316
27 H 0.3463 1.3395 -3.8174
28 H -0.6933 1.6195 -1.9509
29 H -0.4601 2.4643 0.5892
30 H 3.0286 3.4526 2.1615
31 H 4.2689 1.2447 1.7551
32 H 2.9735 1.4614 3.0856
33 H 0.9905 0.2763 2.8012
34 H 1.1612 -1.9413 1.1631
35 H 0.0329 -1.7606 2.4548
36 H 0.1302 -0.4209 -0.3521
37 C -2.8190 -1.6295 -0.1016
38 H -3.0067 -2.6842 -0.4211
39 C -3.2441 -1.9206 1.4226
40 C -4.6221 -1.9643 1.4009
41 C -5.3809 -0.7171 0.9845
42 C -4.5445 -0.5005 -0.4634
43 C -3.1898 -0.3183 -0.4940
44 H -2.8804 -0.1317 -1.4318
45 H -2.8588 0.5243 -0.0135
46 H -5.3202 0.4789 -0.9639
47 H -5.2197 -1.2326 -1.1281
48 H -6.5945 -0.6736 0.9095
49 H -5.0894 0.2196 1.3156
50 H -5.0394 -2.0200 2.4292
51 H -5.1770 -2.7728 0.7597
52 H -2.9583 -1.0978 2.0198
53 H -3.0683 -2.9262 1.7299
54 H 0.3571 -2.5901 -0.7790
55 C -1.0354 -2.1238 -2.3353
56 H -0.5851 -1.1707 -2.4161
57 H -0.4120 -2.4575 -3.2150
58 H -1.9242 -2.1055 -2.6836
59 H 0.0528 -4.8622 -2.7975
60 H 0.9462 -5.1166 -1.0331
61 H -0.4471 -5.9903 -1.5761

HOMO level (eV): -7.74
ΔE to the lowest compared entry with this formula, charge and spin (kJ/mol): 2156.4
HOMO-LUMO gap (eV): 7.492
Calculated total energy (hartree): -1247.33519
Multiplicity: 1